1.
{"formula": "C24H28B2N4O12P", "method": "ωB97M-V/def2-TZVPD", "symbols": ["C", "C", "C", "C", "O", "B", "B", "O", "O", "C", "C", "P", "N", "O", "O", "O", "H", "H", "H", "H", "H", "H", "H", "H", "H", "H", "H", "H", "H", "C", "C", "C", "C", "C", "C", "N", "O", "O", "H", "H", "H", "H", "H", "C", "C", "C", "C", "C", "C", "N", "O", "O", "H", "H", "H", "H", "H", "C", "C", "C", "C", "C", "C", "N", "O", "O", "H", "H", "H", "H", "H"], "coordinates": [[0.7521, -6.8829, -1.0023], [-0.0033, -5.9728, -1.3208], [-0.9051, -4.7250, -1.5975], [-0.6348, -3.9759, -3.0005], [-0.9849, -2.6326, -2.6223], [-0.6786, -2.3408, -1.2044], [-1.7991, -1.5225, -0.2647], [-1.3845, -0.3320, 0.4782], [-3.1690, -1.9050, -0.0600], [-3.8595, -2.1590, -1.2968], [-3.8076, -0.9750, -2.3561], [1.1671, -1.6797, -1.2958], [2.0304, -2.5467, -0.2396], [1.3254, -0.0119, -0.9716], [1.8964, -1.9653, -2.8300], [-0.5323, -3.7165, -0.6373], [1.3424, -7.7091, -0.5309], [-2.0218, -4.9667, -1.6818], [-1.3905, -4.3501, -3.7564], [0.4329, -4.0906, -3.3933], [-0.7753, -0.7034, 1.1530], [-4.9655, -2.3096, -1.0344], [-3.5166, -3.1644, -1.7066], [-3.0941, -1.2813, -3.1759], [-4.8439, -0.9261, -2.8429], [-3.6203, 0.0478, -1.9194], [2.4403, -1.8492, 0.4095], [2.2700, 0.0910, -0.7076], [2.0985, -1.0976, -3.2458], [-4.0888, 4.9613, 3.7502], [-2.9789, 4.9587, 2.9131], [-2.5456, 3.7714, 2.3353], [-3.2343, 2.5939, 2.5993], [-4.3404, 2.5868, 3.4410], [-4.7664, 3.7774, 4.0177], [-2.7924, 1.3390, 1.9690], [-1.8077, 1.3805, 1.2536], [-3.4422, 0.3310, 2.1998], [-4.4281, 5.8910, 4.1956], [-2.4523, 5.8843, 2.7083], [-1.6793, 3.7812, 1.6844], [-4.8780, 1.6703, 3.6540], [-5.6299, 3.7833, 4.6735], [6.3432, 0.1298, -7.3135], [6.6722, 1.2503, -6.5589], [5.8624, 1.6369, -5.4989], [4.7278, 0.8908, -5.2012], [4.3879, -0.2262, -5.9553], [5.2014, -0.6049, -7.0156], [3.8833, 1.2801, -4.0675], [4.1999, 2.2759, -3.4378], [2.9164, 0.5831, -3.8183], [6.9810, -0.1731, -8.1376], [7.5630, 1.8211, -6.7958], [6.1284, 2.5116, -4.9177], [3.5019, -0.8085, -5.7301], [4.9474, -1.4762, -7.6084], [1.0815, 1.7961, 4.3625], [1.7429, 1.8631, 5.5839], [1.0609, 1.5817, 6.7604], [-0.2832, 1.2298, 6.7015], [-0.9534, 1.1678, 5.4847], [-0.2645, 1.4536, 4.3126], [-1.0001, 0.9079, 7.9394], [-0.3848, 0.9912, 8.9915], [-2.1689, 0.5718, 7.8490], [1.6183, 2.0110, 3.4443], [2.7927, 2.1321, 5.6178], [1.5865, 1.6371, 7.7061], [-2.0019, 0.8987, 5.4328], [-0.7746, 1.4058, 3.3589]], "atomic_forces_ev_per_a": [[-0.7, 0.3, 0.3], [-0.2, 0.1, 0.2], [1.6, 0.5, -0.7], [-0.4, 0.0, 1.0], [-0.5, -0.8, -1.6], [-0.1, -1.9, -1.8], [-0.7, 1.7, 1.2], [0.5, -7.2, -1.9], [1.1, 1.1, -1.4], [-1.2, -0.6, 0.2], [-0.8, -1.0, -0.6], [2.3, -0.7, 1.4], [-0.2, 2.0, -0.2], [0.9, -1.3, -0.6], [-0.7, 1.6, 0.9], [-0.9, -1.6, -0.3], [-0.9, 1.4, -1.0], [1.4, 0.0, 0.9], [0.9, 0.4, 0.6], [-1.3, 0.2, 0.6], [0.0, 0.6, -0.6], [1.5, 0.2, -0.1], [-0.2, 1.4, 0.1], [-0.4, 0.8, 1.0], [1.3, 0.0, 0.6], [0.1, -1.3, -0.3], [0.1, -0.7, -0.2], [-0.8, 0.0, -0.3], [-0.3, -0.8, 0.3], [0.0, 0.0, 0.0], [-0.1, -0.2, 0.1], [0.1, 0.1, -0.1], [-0.4, 0.6, 0.3], [-0.1, 0.0, 0.1], [0.2, 0.1, -0.1], [0.5, -0.3, -0.7], [-1.6, 4.9, 2.8], [0.0, 0.5, 0.3], [0.0, -0.1, 0.0], [0.0, -0.1, 0.0], [-0.1, -0.2, 0.0], [0.2, 0.0, -0.2], [0.1, 0.0, -0.1], [0.0, 0.0, 0.0], [-0.2, -0.1, 0.0], [0.1, 0.1, 0.1], [0.4, -0.2, -0.6], [-0.2, -0.1, 0.0], [0.1, 0.2, 0.1], [-0.3, 0.1, 0.4], [-0.1, -0.3, -0.3], [0.4, 0.5, -0.2], [-0.1, 0.0, 0.1], [-0.1, 0.0, 0.1], [-0.2, -0.1, 0.1], [0.1, 0.2, 0.2], [0.0, 0.1, 0.1], [0.0, 0.0, 0.0], [-0.2, 0.0, 0.0], [0.2, 0.0, 0.1], [0.3, 0.1, -0.6], [-0.2, 0.0, 0.0], [0.1, 0.0, 0.2], [-0.2, -0.1, 0.3], [-0.2, 0.0, -0.3], [0.4, 0.1, 0.1], [-0.1, 0.0, 0.1], [-0.1, 0.0, 0.0], [-0.2, -0.1, 0.0], [0.1, 0.0, 0.2], [0.1, 0.0, 0.1]], "lowdin_charge": [0.06, -0.05, -0.27, -0.14, -0.13, -0.77, -0.38, 0.01, 0.00, -0.24, -0.07, 0.75, -0.22, -0.25, -0.24, -0.06, 0.03, 0.14, 0.12, 0.12, 0.12, 0.12, 0.12, 0.08, 0.07, 0.09, -0.07, 0.05, 0.00, -0.09, -0.07, -0.01, -0.15, -0.01, -0.07, -0.31, 0.03, 0.10, 0.10, 0.10, 0.12, 0.12, 0.10, -0.08, -0.08, -0.01, -0.14, 0.01, -0.06, -0.33, 0.08, 0.07, 0.10, 0.10, 0.12, 0.13, 0.11, -0.05, -0.07, -0.01, -0.15, 0.01, -0.04, -0.35, 0.06, 0.07, 0.11, 0.11, 0.12, 0.12, 0.09], "total_charge": -1, "max_force_ha_per_bohr": 0.1454, "multiplicity": 1, "homo_lumo_gap_ev": 4.90}

=====

2.
{"formula": "C24H28ClN2O5Pd", "method": "ωB97M-V/def2-TZVPD", "symbols": ["Pd", "O", "C", "C", "C", "C", "C", "C", "N", "H", "H", "H", "H", "H", "H", "H", "O", "C", "C", "C", "C", "C", "C", "C", "C", "N", "H", "H", "H", "H", "H", "H", "H", "H", "H", "H", "H", "Cl", "C", "C", "C", "C", "C", "C", "C", "O", "O", "H", "H", "H", "H", "C", "O", "C", "C", "H", "H", "H", "H", "H", "H"], "coordinates": [[-1.0140, -0.2380, 0.2860], [-2.1365, -2.9215, -0.1783], [-1.2757, -3.1726, -1.2832], [0.1347, -2.8618, -0.8746], [1.1512, -3.7553, -1.1769], [2.4551, -3.4626, -0.8253], [2.7069, -2.2915, -0.1305], [1.6473, -1.4581, 0.1578], [0.3888, -1.7135, -0.2286], [-3.0498, -2.9279, -0.4813], [-1.5282, -2.5492, -2.1427], [-1.3264, -4.2190, -1.5904], [0.9080, -4.6701, -1.6986], [3.2577, -4.1435, -1.0741], [3.7025, -2.0204, 0.1897], [1.8043, -0.5408, 0.7087], [-2.3484, 1.3241, 0.7921], [-2.5580, 1.7684, 2.1465], [-1.3417, 2.4195, 2.7778], [-0.0662, 1.5643, 2.7631], [-0.2862, 0.1697, 3.2799], [-0.0982, -0.1472, 4.6177], [-0.3391, -1.4391, 5.0535], [-0.7642, -2.3884, 4.1381], [-0.9334, -2.0054, 2.8217], [-0.7033, -0.7559, 2.4005], [-2.1469, 2.0475, 0.1741], [-2.8567, 0.8749, 2.6920], [-3.4012, 2.4595, 2.1455], [-1.6140, 2.6523, 3.8109], [-1.1317, 3.3754, 2.2909], [0.6944, 2.0619, 3.3653], [0.3237, 1.5009, 1.7450], [0.2424, 0.6169, 5.3035], [-0.1920, -1.7021, 6.0926], [-0.9600, -3.4095, 4.4319], [-1.2622, -2.7043, 2.0625], [4.7626, 4.0965, -1.3525], [3.6029, 2.8793, -1.7539], [3.6654, 2.2501, -2.9872], [2.7387, 1.2684, -3.2907], [1.7285, 0.9313, -2.3897], [1.6858, 1.5772, -1.1590], [2.6239, 2.5411, -0.8319], [0.8404, -0.1956, -2.8250], [1.2725, -1.0728, -3.5232], [-0.4926, -0.2510, -2.5597], [4.4366, 2.5215, -3.6941], [2.7894, 0.7473, -4.2366], [0.9228, 1.3250, -0.4378], [2.6002, 3.0354, 0.1301], [-1.1997, 2.5155, -2.7998], [-1.1000, 1.7983, -1.5583], [-1.3074, 0.4087, -1.5919], [-2.7342, 0.0979, -2.0113], [-2.1363, 3.0718, -2.8282], [-1.1523, 1.8389, -3.6511], [-0.3578, 3.2039, -2.8485], [-2.9375, 0.5155, -3.0003], [-3.4314, 0.5311, -1.2958], [-2.9033, -0.9727, -2.0669]], "atomic_forces_ev_per_a": [[0.1, 0.0, 0.0], [0.0, 0.0, 0.0], [0.0, 0.0, 0.1], [0.0, 0.0, 0.0], [0.0, 0.1, 0.0], [0.0, 0.0, 0.0], [0.0, 0.0, 0.0], [0.1, 0.0, 0.0], [-0.1, 0.1, 0.0], [0.0, 0.0, 0.0], [0.0, 0.0, -0.1], [0.0, 0.0, 0.0], [0.0, 0.0, 0.0], [0.0, 0.0, 0.0], [0.0, 0.0, 0.0], [0.0, 0.0, 0.0], [0.1, 0.0, -0.1], [0.0, 0.1, 0.0], [0.0, 0.0, 0.0], [0.0, 0.0, 0.0], [0.0, 0.0, 0.0], [0.0, 0.0, 0.0], [0.0, 0.0, 0.0], [0.0, 0.0, 0.0], [0.0, 0.0, 0.0], [0.0, 0.0, 0.0], [0.1, 0.0, 0.1], [0.0, 0.0, 0.0], [0.0, 0.0, 0.0], [0.0, 0.0, 0.0], [0.0, 0.0, 0.0], [0.0, 0.0, 0.0], [0.0, 0.0, 0.0], [0.0, 0.0, 0.0], [0.0, 0.0, 0.0], [0.0, 0.0, 0.0], [0.0, 0.0, 0.0], [0.0, 0.0, 0.0], [0.0, 0.0, 0.0], [0.0, 0.0, 0.0], [0.0, 0.0, 0.0], [0.0, 0.0, 0.0], [0.0, 0.0, 0.0], [0.0, 0.0, 0.0], [0.0, 0.0, 0.0], [0.0, -0.1, 0.1], [-0.1, 0.0, 0.0], [0.0, 0.0, 0.0], [0.0, 0.0, 0.0], [0.0, 0.0, 0.0], [0.0, 0.0, 0.0], [-0.1, 0.0, 0.0], [0.1, 0.0, 0.2], [0.0, -0.1, -0.1], [0.0, 0.0, 0.0], [0.0, 0.0, 0.0], [0.0, 0.0, 0.0], [0.0, 0.0, 0.0], [0.0, 0.0, 0.0], [0.0, 0.0, 0.0], [0.0, -0.1, 0.0]], "nbo_charge": [0.75, -0.73, -0.11, 0.23, -0.22, -0.12, -0.23, 0.05, -0.47, 0.49, 0.21, 0.19, 0.24, 0.24, 0.24, 0.21, -0.73, -0.07, -0.42, -0.44, 0.23, -0.24, -0.13, -0.25, 0.06, -0.53, 0.53, 0.20, 0.20, 0.23, 0.22, 0.24, 0.21, 0.23, 0.24, 0.24, 0.23, 0.03, -0.03, -0.24, -0.13, -0.20, -0.18, -0.19, 0.80, -0.55, -0.57, 0.24, 0.24, 0.21, 0.22, -0.27, -0.61, 0.42, -0.68, 0.19, 0.20, 0.21, 0.23, 0.23, 0.21], "total_charge": 1, "max_force_ha_per_bohr": 0.0036, "multiplicity": 1, "homo_lumo_gap_ev": 9.15}

=====

3.
{"formula": "C24H28ClN4", "method": "ωB97M-V/def2-TZVPD", "symbols": ["C", "N", "C", "C", "C", "C", "C", "C", "C", "C", "N", "C", "C", "C", "H", "H", "H", "H", "H", "H", "H", "H", "H", "H", "H", "H", "H", "H", "C", "N", "C", "C", "C", "C", "C", "C", "C", "C", "N", "C", "C", "C", "H", "H", "H", "H", "H", "H", "H", "H", "H", "H", "H", "H", "H", "H", "Cl"], "coordinates": [[0.0265, 1.7510, 1.3339], [0.9256, 0.5437, 1.1959], [1.1629, 0.0805, -0.0119], [1.7349, -1.1895, -0.2693], [2.2550, -1.9388, 0.8408], [2.0323, -1.3934, 2.1170], [1.3387, -0.1533, 2.2820], [2.6941, -3.3392, 0.6321], [3.8426, -3.7507, 1.3162], [4.3043, -5.0587, 1.1868], [3.6268, -5.9226, 0.4506], [2.5821, -5.5621, -0.3060], [2.0751, -4.3178, -0.2066], [4.1530, -7.2679, 0.4063], [0.5716, 2.6159, 0.9560], [-0.2571, 1.9465, 2.3681], [-0.8973, 1.5944, 0.7771], [0.7128, 0.6808, -0.7888], [1.8156, -1.6095, -1.2611], [2.2556, -2.0060, 2.9779], [0.9807, 0.2937, 3.1976], [4.3977, -3.0334, 1.9024], [5.0323, -5.5321, 1.8289], [2.1049, -6.3667, -0.8457], [1.2122, -4.1296, -0.8282], [3.3749, -7.9761, 0.1214], [4.3718, -7.5770, 1.4284], [5.0433, -7.2752, -0.2225], [-6.5184, 2.7712, 1.9594], [-5.2682, 2.7681, 1.1991], [-4.3587, 1.7861, 1.4623], [-3.2014, 1.7076, 0.6857], [-2.8537, 2.7108, -0.2582], [-3.7533, 3.7511, -0.3516], [-5.0366, 3.7693, 0.2787], [-1.6026, 2.6703, -1.0935], [-1.2721, 3.7873, -1.8328], [-0.0996, 3.7047, -2.6155], [0.5606, 2.5240, -2.7983], [0.2265, 1.3745, -2.1086], [-0.8250, 1.4869, -1.2004], [1.6344, 2.4620, -3.8097], [-6.6230, 1.8313, 2.5013], [-7.2778, 2.9080, 1.1896], [-6.5743, 3.4466, 2.8131], [-4.5358, 1.1874, 2.3436], [-2.4876, 0.9096, 0.8274], [-3.6942, 4.4870, -1.1400], [-5.7191, 4.6063, 0.2684], [-1.6954, 4.7783, -1.7606], [0.2813, 4.5521, -3.1663], [0.8569, 0.5301, -2.3454], [-1.2067, 0.6541, -0.6285], [1.0895, 2.0738, -4.6702], [2.2933, 1.6648, -3.4655], [2.0901, 3.4276, -4.0289], [2.0982, 1.5620, -0.8336]], "atomic_forces_ev_per_a": [[0.7, -0.5, 0.7], [-2.1, 0.0, 3.7], [-0.4, -1.3, -2.3], [1.3, -2.0, 2.6], [-2.6, 1.6, -2.9], [-1.0, 1.9, 1.2], [1.0, -2.0, -0.7], [0.8, -0.9, -0.1], [0.1, -0.2, -0.4], [-0.9, 0.9, 1.2], [0.3, 0.0, -0.5], [0.0, -1.0, 0.6], [-0.2, 2.0, 0.1], [-0.1, -1.3, 0.5], [-0.2, -0.1, 0.0], [0.4, -0.3, 0.1], [1.1, 0.2, 0.9], [-1.9, -3.8, 2.5], [-0.2, 0.3, -0.1], [0.0, 0.3, 0.2], [0.5, -0.4, 0.4], [0.0, -0.1, 0.2], [0.5, 0.5, -0.2], [0.1, 0.1, -0.3], [-0.2, 0.4, 0.2], [0.2, 0.2, -0.6], [0.4, 0.1, -0.1], [-0.2, -0.3, 0.0], [-0.7, -0.6, 0.4], [1.0, 0.8, 0.0], [0.7, 1.2, -1.3], [0.1, 0.5, -0.1], [-0.5, -1.0, 1.0], [-2.8, 0.7, -0.9], [2.8, -2.0, 1.5], [-0.4, -0.4, -0.4], [2.3, 0.2, -0.5], [-0.4, -1.6, 0.2], [-1.8, 1.5, -0.2], [-1.3, 3.1, -2.0], [-2.5, 0.4, -1.8], [-0.9, -1.2, -0.1], [-0.1, -0.4, -0.7], [-0.4, 0.0, 0.7], [0.3, 0.9, -0.6], [-0.2, -0.3, -0.3], [-0.6, -0.3, 0.4], [0.5, 0.3, 0.2], [-0.2, -0.2, -0.4], [-0.3, -0.2, 0.1], [0.0, 0.0, 0.0], [-1.0, -0.3, -0.6], [0.2, -0.4, -0.8], [0.5, 0.2, -0.5], [0.5, 0.5, -0.2], [0.0, -0.2, 0.3], [7.5, 4.4, -0.2]], "nbo_charge": [-0.42, -0.34, 0.00, -0.25, 0.02, -0.32, 0.14, 0.05, -0.20, 0.12, -0.24, 0.08, -0.20, -0.43, 0.25, 0.24, 0.20, 0.25, 0.24, 0.25, 0.24, 0.26, 0.26, 0.26, 0.25, 0.25, 0.24, 0.25, -0.43, -0.24, 0.10, -0.19, 0.02, -0.18, 0.13, 0.02, -0.23, 0.14, -0.25, 0.04, -0.26, -0.41, 0.24, 0.25, 0.26, 0.26, 0.23, 0.25, 0.27, 0.26, 0.26, 0.28, 0.24, 0.24, 0.24, 0.26, -0.29], "total_charge": 3, "max_force_ha_per_bohr": 0.1692, "multiplicity": 1, "homo_lumo_gap_ev": 5.60}

=====

4.
{"formula": "C24H28CoN4O2S", "method": "ωB97M-V/def2-TZVPD", "symbols": ["Co", "C", "C", "C", "C", "C", "N", "C", "C", "C", "N", "C", "C", "C", "C", "C", "C", "C", "C", "N", "C", "C", "C", "N", "C", "C", "C", "C", "O", "C", "O", "H", "H", "H", "H", "H", "H", "H", "H", "H", "H", "H", "H", "H", "H", "H", "H", "H", "H", "H", "H", "H", "H", "H", "H", "H", "H", "H", "H", "S"], "coordinates": [[8.9657, 7.8343, 9.9336], [13.8554, 4.5023, 6.0654], [13.0343, 5.4115, 6.8982], [13.7170, 6.3263, 7.7090], [13.0437, 7.0840, 8.6976], [13.8706, 7.6805, 9.7424], [13.9837, 8.9484, 10.0811], [13.1220, 10.1503, 9.8909], [13.1790, 10.6138, 8.4628], [12.1025, 11.6464, 8.1579], [10.7586, 11.1235, 7.9922], [9.9024, 11.5507, 7.0703], [8.5710, 11.0736, 7.0218], [7.5281, 11.6482, 6.2225], [6.2229, 11.2884, 6.1820], [5.2906, 12.0187, 5.2248], [5.8083, 10.2714, 7.0936], [6.7107, 9.7023, 7.9736], [6.3149, 8.5659, 8.7442], [7.0176, 7.9409, 9.6476], [6.2685, 6.7938, 10.2478], [6.4596, 5.5147, 9.4919], [7.8808, 4.9565, 9.4980], [8.8674, 6.0852, 9.2201], [9.5924, 5.8843, 8.1581], [10.9369, 6.2154, 7.8692], [11.6272, 5.4761, 6.9084], [11.6157, 7.1749, 8.7118], [10.9688, 7.8747, 9.5559], [8.1378, 9.9979, 7.9457], [8.9933, 9.2950, 8.6105], [14.5184, 4.9695, 5.3680], [13.1561, 3.7469, 5.5794], [14.5386, 3.9457, 6.6732], [14.8173, 6.4558, 7.6296], [14.5131, 6.9920, 10.3706], [14.8153, 9.2248, 10.6183], [13.4581, 10.8925, 10.6565], [12.1333, 9.8537, 10.2672], [13.1736, 9.7872, 7.7508], [14.1676, 11.1147, 8.3165], [12.3444, 12.2238, 7.2211], [12.1269, 12.4463, 8.9331], [10.5500, 10.2819, 8.5064], [10.1589, 12.2561, 6.3002], [7.8223, 12.4113, 5.5216], [4.3025, 11.5496, 5.0672], [5.7525, 12.0063, 4.1938], [5.0562, 13.0658, 5.4970], [4.7917, 9.9494, 7.0623], [5.2781, 8.2819, 8.6049], [5.1682, 6.9395, 10.3340], [6.6724, 6.7105, 11.2469], [6.0977, 5.5126, 8.4418], [5.8425, 4.8312, 10.1147], [8.0238, 4.2717, 8.6718], [8.1271, 4.5142, 10.4607], [9.0497, 5.3739, 7.3297], [11.1290, 4.9071, 6.0626], [9.1078, 6.9033, 11.6722]], "atomic_forces_ev_per_a": [[0.2, 1.1, 0.4], [-1.5, -1.6, -0.8], [0.5, 2.1, 0.3], [-0.2, -0.7, 0.9], [0.1, 0.6, 0.0], [0.3, 0.7, 0.1], [0.5, -0.1, 0.9], [-0.4, -0.9, 1.0], [0.7, 1.0, -0.5], [0.5, 1.9, -1.1], [0.7, 0.7, -1.3], [-1.1, -1.4, 0.9], [-1.2, -1.2, 1.4], [1.7, 0.2, -0.4], [-1.0, -0.2, 0.6], [-0.2, -0.2, -1.2], [1.3, 1.0, -0.4], [1.3, -0.3, -0.7], [0.2, -0.6, 2.0], [-3.4, 0.2, -1.6], [-0.3, 1.0, 0.0], [-0.1, -1.5, 0.4], [0.0, 2.2, -0.9], [1.1, -3.2, -2.2], [-2.8, -0.6, -0.7], [1.0, 1.2, -0.4], [0.3, -0.8, -0.9], [-0.2, -0.9, 0.9], [1.5, 0.5, -0.7], [0.5, 0.3, -0.5], [-0.7, 2.2, -1.4], [-0.1, 0.5, -0.9], [1.1, 0.9, 0.2], [0.2, -0.6, 0.7], [-0.8, -0.5, 0.1], [-0.1, 0.9, -1.3], [-0.6, -0.9, 0.2], [0.1, -0.4, -0.9], [0.0, -0.1, -0.6], [-0.3, -0.1, 0.1], [-0.7, -0.3, 0.0], [0.0, -0.7, 0.8], [-0.2, -0.6, -0.2], [-0.9, -0.4, 0.3], [0.6, 0.6, 0.2], [0.2, 0.4, -0.1], [0.5, -0.1, 0.4], [-0.4, 0.3, 1.1], [0.5, -0.5, 0.0], [-0.6, -0.3, 0.2], [-0.3, -0.2, 0.0], [0.6, 0.5, -0.2], [-0.1, -0.3, 0.2], [-0.1, 0.3, 0.7], [0.1, -0.1, -0.9], [-0.2, -0.6, 0.2], [0.3, 0.1, -0.1], [0.8, -0.7, 0.5], [0.2, 0.4, 1.6], [0.6, -0.3, 3.6]], "mulliken_spin": [2.63, 0.00, 0.01, -0.01, -0.01, 0.01, 0.00, 0.00, 0.00, 0.00, 0.01, 0.01, 0.01, 0.01, 0.00, 0.00, 0.01, -0.02, 0.01, 0.06, -0.01, -0.01, 0.01, 0.10, 0.02, -0.05, -0.01, -0.02, 0.07, -0.01, 0.01, 0.00, 0.00, 0.00, 0.00, 0.00, 0.00, 0.00, 0.00, 0.00, 0.00, 0.00, 0.00, 0.00, 0.00, 0.00, 0.00, 0.00, 0.00, 0.00, 0.00, 0.00, 0.03, 0.00, 0.00, 0.01, 0.01, 0.02, 0.00, 1.15], "total_charge": 1, "s2": 6.042, "max_force_ha_per_bohr": 0.0784, "multiplicity": 5, "homo_lumo_gap_ev": [5.28, 5.99]}

=====

Number 1: M 617.10 g/mol. Number 2: M 566.37 g/mol. Number 3: M 407.97 g/mol. Number 4: M 495.51 g/mol.